Version A
Here is a cluster of 2 separate species, C3H6N2O2 in total from the OMol25 dataset. Energies are from ωB97M-V/def2-TZVPD.

```
13
Properties=species:S:1:pos:R:3
C -1.19 -1.88 0.93
N -0.71 -0.56 0.57
N 0.13 0.05 1.27
O 0.58 -0.57 2.41
H -1.58 -2.33 0.11
H -1.94 -1.90 1.79
H -0.24 -2.27 1.33
H 1.40 -0.09 2.68
C 1.09 2.28 -2.27
C 0.12 1.42 -2.12
O -0.69 0.62 -2.12
H 2.10 2.02 -2.75
H 0.91 3.21 -1.82
```

Values from the calculation:
SMILES   C/N=N\O.C=C=O
Gap between HOMO and LUMO   9.7 eV

***

Version B
Here is the molecule C3H6N2O2 from the OMol25 dataset. Energies are from ωB97M-V/def2-TZVPD.

```
13
Properties=species:S:1:pos:R:3
N 0.75 -1.12 -0.97
C 0.85 -0.13 0.20
O 1.67 -0.40 1.05
C 0.18 1.21 -0.04
O -0.87 1.40 0.87
C -1.57 0.18 1.01
N -1.17 -0.89 0.54
H 1.43 -1.86 -0.82
H 0.80 -0.70 -1.89
H -0.20 1.29 -1.08
H 0.91 2.01 0.13
H -2.48 0.40 1.60
H -0.29 -1.36 -0.59
```

Values from the calculation:
Gap between HOMO and LUMO   8.6 eV

***

Version C
Here is a cluster of 3 separate species, C3H6N2O2 in total from the OMol25 dataset. Energies are from ωB97M-V/def2-TZVPD.

```
13
Properties=species:S:1:pos:R:3
N -2.40 -0.71 0.64
C -1.73 0.29 0.18
O -1.89 1.49 -0.15
C -0.29 -0.01 -0.16
O 0.63 0.48 0.64
C 1.94 0.58 0.18
N 2.29 0.04 -0.89
H -3.38 -0.50 0.81
H -1.10 -1.69 0.47
H 0.03 -0.15 -1.19
H -0.30 -1.68 0.20
H 2.51 1.17 0.90
H 3.27 0.21 -1.10
```

Values from the calculation:
Gap between HOMO and LUMO   8.6 eV

***

Version D
Here is the molecule C3H6N2O2 from the OMol25 dataset. Energies are from ωB97M-V/def2-TZVPD.

```
13
Properties=species:S:1:pos:R:3
C 1.12 -0.38 -1.35
C 0.29 0.19 -0.24
N -0.55 1.14 -0.47
N -1.02 1.85 0.55
O 0.59 -0.23 1.05
C -0.39 -1.34 1.07
O -0.62 -2.24 0.34
H 0.91 0.14 -2.28
H 2.18 -0.27 -1.10
H 0.93 -1.45 -1.47
H -1.79 2.44 0.29
H -0.96 1.48 1.49
H -0.69 -1.33 2.14
```

Values from the calculation:
SMILES   C/C(=N/N)OC=O
Gap between HOMO and LUMO   9.3 eV

***

Of them, version C has the lowest stability.

***

Version A
Here is a cluster of 3 separate species, C3H6N2O2 in total from the OMol25 dataset. Energies are from ωB97M-V/def2-TZVPD.

```
13
Properties=species:S:1:pos:R:3
C -0.15 -0.54 2.27
C -0.10 0.24 1.23
O -0.16 1.30 0.67
H 0.10 -1.58 2.14
H -0.56 -0.22 3.21
C -1.37 1.35 -1.40
N -1.28 0.29 -1.85
H -1.60 2.36 -1.19
N 1.67 -0.64 -0.89
O 0.43 -1.16 -0.41
H 1.59 0.37 -0.88
H 1.76 -0.95 -1.86
H -0.33 -0.83 -1.04
```

Values from the calculation:
SMILES   C=C=O.C#N.NO
Gap between HOMO and LUMO   9.7 eV

***

Version B
Here is the molecule C3H6N2O2 from the OMol25 dataset. Energies are from ωB97M-V/def2-TZVPD.

```
13
Properties=species:S:1:pos:R:3
H 0.39 0.15 -2.00
N 0.94 0.12 -1.15
C 0.23 0.02 -0.11
N 0.75 -0.05 1.19
C 2.01 -0.06 1.79
O 2.07 -0.13 3.00
O -1.14 -0.04 -0.01
C -1.90 0.02 -1.22
H 0.05 -0.12 1.91
H 2.93 0.00 1.18
H -2.95 -0.05 -0.94
H -1.66 -0.82 -1.89
H -1.73 0.96 -1.75
```

Values from the calculation:
SMILES   [H]/N=C(/NC=O)OC
Gap between HOMO and LUMO   10.7 eV

***

Of them, version A has the lowest stability.

***

Version A
Here is the molecule C3H6N2O2 from the OMol25 dataset. Energies are from ωB97M-V/def2-TZVPD.

```
13
Properties=species:S:1:pos:R:3
H 0.94 1.53 -1.26
N 0.88 0.68 -0.73
C 1.68 0.48 0.24
O 1.30 -0.36 1.21
C -0.05 -0.84 0.89
C -0.85 0.22 0.13
N -1.63 -0.51 -0.78
O -1.21 1.30 0.60
H 2.67 0.93 0.36
H 0.11 -1.73 0.28
H -0.67 -1.07 1.77
H -2.50 -0.04 -0.95
H -1.17 -0.90 -1.59
```

Values from the calculation:
SMILES   [H]/N=C/OCC(N)=O
Gap between HOMO and LUMO   10.3 eV

***

Version B
Here is the molecule C3H6N2O2 from the OMol25 dataset. Energies are from ωB97M-V/def2-TZVPD.

```
13
Properties=species:S:1:pos:R:3
H 1.89 0.08 -2.16
N 1.28 -0.02 -1.36
C 1.82 0.44 -0.31
O 1.24 0.38 0.89
C 0.14 -0.49 0.99
C -1.09 -0.17 0.51
N -1.44 0.78 -0.39
O -2.10 -0.89 1.05
H 2.79 0.92 -0.21
H 0.41 -1.54 1.01
H -2.40 0.90 -0.65
H -0.74 0.95 -1.11
H -1.61 -1.26 1.81
```

Values from the calculation:
SMILES   [H]/N=C/O/C=C(\N)O
Gap between HOMO and LUMO   8.8 eV

***

Of them, version B has the lowest stability.

***

Version A
Here is the molecule CH3NO3 from the OMol25 dataset. Energies are from ωB97M-V/def2-TZVPD.

```
8
Properties=species:S:1:pos:R:3
O 1.59 1.11 -0.56
N 1.00 0.20 -0.10
O 1.44 -0.87 0.22
C -0.48 0.26 -0.18
O -1.04 -0.22 0.95
H -1.04 1.23 -0.41
H -0.57 -0.47 -0.95
H -0.90 -1.24 1.02
```

Values from the calculation:
SMILES   O=[N+]([O-])CO
Gap between HOMO and LUMO   11.2 eV

***

Version B
Here is a cluster of 2 separate species, CH3NO3 in total from the OMol25 dataset. Energies are from ωB97M-V/def2-TZVPD.

```
8
Properties=species:S:1:pos:R:3
C -1.07 -1.75 0.57
N 0.44 0.95 0.45
O -2.07 -2.34 0.75
O 1.53 0.45 -0.31
O -0.46 1.54 -0.41
H 0.24 -0.01 0.87
H 1.33 -0.51 -0.68
H 0.05 1.67 -1.25
```

Values from the calculation:
Gap between HOMO and LUMO   9.4 eV

***

Version C
Here is the molecule CH3NO3 from the OMol25 dataset. Energies are from ωB97M-V/def2-TZVPD.

```
8
Properties=species:S:1:pos:R:3
N -1.41 -0.03 0.25
C -0.05 0.25 -0.08
O 0.47 1.28 -0.41
O 0.63 -0.90 -0.07
O 2.00 -0.72 -0.38
H -1.99 0.77 0.29
H -1.61 -0.91 0.71
H 1.96 0.26 -0.32
```

Values from the calculation:
SMILES   NC(=O)OO
Gap between HOMO and LUMO   11.3 eV

***

Version D
Here is a cluster of 2 separate species, CH3NO3 in total from the OMol25 dataset. Energies are from ωB97M-V/def2-TZVPD.

```
8
Properties=species:S:1:pos:R:3
C -0.33 -0.27 0.39
N 0.92 -0.37 -0.35
O 1.39 0.64 -0.74
O 1.40 -1.47 -0.49
O -0.60 0.94 0.92
H -1.80 -0.23 -1.17
H -0.82 -1.01 1.01
H -0.16 1.76 0.43
```

Values from the calculation:
Gap between HOMO and LUMO (spin up / spin down)   8.2 / 9.2 eV

***

Of them, version D has the lowest stability.